C2ClN2O2 | the ωB97M-V functional and the def2-TZVPD basis

```
7
Properties=species:S:1:pos:R:3:forces:R:3
C 0.04098 1.35540 0.63871 2.222 -0.791 -1.060
C -0.12601 -0.56821 -0.46203 0.835 2.257 0.543
N 0.86177 -1.56395 0.04194 -1.801 0.210 0.017
N -0.34534 -1.65812 0.38222 1.057 -1.404 0.282
O 1.21897 1.49077 0.74212 0.491 -0.472 0.009
O -1.00565 1.80787 0.86286 -2.718 0.420 0.310
Cl -0.64472 -0.86376 -2.20583 -0.086 -0.220 -0.101
```
Positions in Å, forces in eV/Å.

Properties
multiplicity = 1
relative energy (zero: lowest compared OMol25 entry of this formula, charge and spin) = 0.439 eV
net charge = -1
strongest force on any atom = 0.054 Eh/bohr
orbital gap = 7.872 eV
LUMO level = 3.8855 eV